[1]
Density functional theory data (ωB97M-V/def2-TZVPD) for C6H14 in the gas phase.

Output
- largest force on an atom (Eh/bohr) = 0.089
- relative energy (zero: lowest compared OMol25 entry of this formula, charge and spin) (eV) = 3.2817
- SMILES = CCC(C)(C)C
- LUMO energy (eV) = 1.06
- orbital gap (eV) = 9.38
- E_HOMO (eV) = -8.33

Geometry (Å):
1 C 2.095 -0.023 -0.235
2 C 0.780 -0.428 0.473
3 C -0.767 0.048 -0.077
4 C -0.312 -1.042 -1.209
5 C -1.703 -0.261 1.127
6 C -0.665 1.591 -0.222
7 H 2.009 0.971 -0.680
8 H 2.474 -0.701 -1.020
9 H 2.882 0.030 0.529
10 H 0.860 -1.496 0.769
11 H 0.668 0.160 1.344
12 H 0.664 -1.630 -1.231
13 H -1.045 -1.824 -1.158
14 H -0.258 -0.483 -2.124
15 H -1.859 -1.335 1.233
16 H -2.703 0.212 1.139
17 H -1.213 0.093 2.060
18 H -0.135 1.879 -1.130
19 H -0.085 1.983 0.641
20 H -1.610 2.165 -0.211

Results of the Mulliken charge analysis, in e, for atoms 1 through 8:
1 C -1.1860
2 C -1.0181
3 C 1.2195
4 C -1.3638
5 C -1.3287
6 C -1.3838
7 H 0.2632
8 H 0.3754

[2]
Density functional theory data (ωB97M-V/def2-TZVPD) for a molecular structure, C6H14.

Output
- largest force on an atom (Eh/bohr) = 0.049
- relative energy (zero: lowest compared OMol25 entry of this formula, charge and spin) (eV) = 3.5878
- LUMO energy (eV) = 1.21
- orbital gap (eV) = 9.07
- E_HOMO (eV) = -7.86

Geometry (Å):
1 C -0.480 2.399 1.446
2 C -0.019 1.537 0.273
3 C 0.239 0.086 0.657
4 C 0.756 -0.789 -0.463
5 C 0.920 -2.228 -0.043
6 C -0.715 -0.900 -1.844
7 H -1.399 2.001 1.893
8 H -0.684 3.427 1.127
9 H 0.280 2.438 2.235
10 H -0.776 1.564 -0.522
11 H 0.903 1.947 -0.159
12 H -0.674 -0.360 1.102
13 H 0.982 0.064 1.477
14 H 0.675 -0.489 -1.537
15 H 1.207 -2.869 -0.879
16 H 1.707 -2.322 0.724
17 H -0.004 -2.625 0.416
18 H -0.547 -1.769 -2.492
19 H -1.504 -1.056 -1.131
20 H -0.931 -0.025 -2.489

Results of the Mulliken charge analysis, in e, for atoms 1 through 8:
1 C -1.2953
2 C -0.2357
3 C -0.5818
4 C 0.0810
5 C -1.4596
6 C -1.2887
7 H 0.3189
8 H 0.3653

[3]
Density functional theory data (ωB97M-V/def2-TZVPD) for a gas-phase ion, C6H14BCl2O6P2 (charge -1).

Output
- largest force on an atom (Eh/bohr) = 0.014
- total charge = -1
- relative energy (zero: lowest compared OMol25 entry of this formula, charge and spin) (eV) = 0.0000
- LUMO energy (eV) = 3.06
- orbital gap (eV) = 7.88
- E_HOMO (eV) = -4.82

Geometry (Å):
1 C 3.706 0.113 1.582
2 C 2.456 -0.633 1.117
3 O 1.432 0.302 0.835
4 C 0.432 -0.153 -0.080
5 P 1.162 -0.108 -1.864
6 O 0.145 0.930 -2.624
7 Cl 2.779 1.230 -1.657
8 O 0.064 -1.469 0.151
9 B -0.757 -1.455 1.451
10 O -1.129 0.004 1.584
11 C -0.837 0.634 0.343
12 C -2.044 0.420 -0.626
13 O -1.828 -0.452 -1.723
14 C -2.517 -1.681 -1.642
15 P -0.627 2.340 1.062
16 O -2.189 2.874 1.024
17 Cl 0.056 3.449 -0.588
18 H 4.601 -0.491 1.371
19 H 3.806 1.076 1.078
20 H 3.680 0.293 2.664
21 H 2.666 -1.271 0.247
22 H 2.108 -1.309 1.913
23 H 0.396 0.970 -3.545
24 H -0.070 -1.815 2.412
25 H -1.722 -2.210 1.344
26 H -2.394 1.374 -1.047
27 H -2.844 0.020 0.010
28 H -3.548 -1.578 -2.024
29 H -2.529 -2.069 -0.620
30 H -1.983 -2.399 -2.278
31 H -2.473 3.066 0.129

Results of the Mulliken charge analysis, in e, for atoms 1 through 8:
1 C -1.1898
2 C -0.3751
3 O -0.0773
4 C 0.4543
5 P -0.1210
6 O -0.3736
7 Cl -0.3158
8 O -0.8960

[4]
Density functional theory data (ωB97M-V/def2-TZVPD) for C6H14BNO2 in the gas phase.

Output
- largest force on an atom (Eh/bohr) = 0.081
- relative energy (zero: lowest compared OMol25 entry of this formula, charge and spin) (eV) = 6.1721
- LUMO energy (alpha / beta) (eV) = -0.19 / 0.00
- orbital gap (alpha / beta) (eV) = 6.78 / 8.97
- E_HOMO (alpha / beta) (eV) = -6.97 / -8.97

Geometry (Å):
1 B -2.127 -0.995 -0.040
2 C -1.664 1.948 0.170
3 C -0.833 0.849 0.895
4 C 0.625 -1.126 -1.178
5 C 2.661 -0.605 0.410
6 C 0.644 0.785 0.403
7 C 1.150 -0.634 0.183
8 N -2.035 1.774 -1.203
9 O -1.461 -0.385 0.899
10 O -2.660 -2.204 -0.094
11 H -2.473 2.144 0.856
12 H -1.154 2.927 0.427
13 H -0.901 1.008 1.916
14 H 1.389 -0.665 -1.834
15 H -0.307 -0.773 -1.465
16 H 0.623 -2.282 -1.321
17 H 3.120 0.392 0.315
18 H 3.254 -1.114 -0.249
19 H 2.997 -0.944 1.355
20 H 0.519 1.391 -0.474
21 H 1.344 1.369 0.968
22 H 0.567 -1.368 1.000
23 H -1.240 1.443 -1.786
24 H -2.038 -2.935 -0.151

Results of the Mulliken charge analysis, in e, for atoms 1 through 8:
1 B 0.7272
2 C -0.6795
3 C 0.0740
4 C -1.5664
5 C -1.7719
6 C -1.4119
7 C 1.2576
8 N -0.5376

[5]
Density functional theory data (ωB97M-V/def2-TZVPD) for 2 unconnected molecules or ions with the total composition C6H14Br2NO2.

Output
- largest force on an atom (Eh/bohr) = 0.021
- total charge = +1
- LUMO energy (eV) = -3.03
- orbital gap (eV) = 10.42
- E_HOMO (eV) = -13.45

Geometry (Å):
1 O -1.745 -1.640 -1.377
2 N -0.859 -1.402 -0.321
3 C 0.480 -0.929 -0.778
4 C 1.344 -0.639 0.479
5 O 1.398 -1.716 1.381
6 C 0.096 -2.119 1.749
7 C -0.613 -2.625 0.482
8 H -2.129 -0.777 -1.620
9 H -1.230 -0.665 0.291
10 H 0.953 -1.729 -1.336
11 H 0.388 -0.015 -1.356
12 H 0.953 0.269 0.946
13 H 2.351 -0.477 0.106
14 H 0.163 -2.954 2.438
15 H -0.452 -1.278 2.189
16 H 0.106 -3.246 -0.037
17 H -1.529 -3.161 0.703
18 Br -1.903 2.198 -1.036
19 C -0.402 3.449 -1.043
20 C 0.700 2.949 -0.153
21 Br 0.289 3.208 1.732
22 H -0.791 4.415 -0.739
23 H -0.071 3.499 -2.078
24 H 1.627 3.493 -0.324
25 H 0.876 1.892 -0.298

Results of the Mulliken charge analysis, in e, for atoms 1 through 8:
1 O -0.3729
2 N 0.0639
3 C -0.4991
4 C -0.5838
5 O -0.3859
6 C -0.5296
7 C -0.5093
8 H 0.3377

[6]
Density functional theory data (ωB97M-V/def2-TZVPD) for 2 unconnected molecules or ions with the total composition C6H14Br2Si.

Output
- largest force on an atom (Eh/bohr) = 0.093
- LUMO energy (alpha / beta) (eV) = 0.73 / -1.39
- orbital gap (alpha / beta) (eV) = 7.50 / 8.44
- <S²> = 2.009
- 2S+1 = 3
- E_HOMO (alpha / beta) (eV) = -6.77 / -9.83

Geometry (Å):
1 C -0.949 1.118 -1.189
2 C 0.087 0.940 -0.063
3 C -2.147 0.192 -1.004
4 C 0.407 -0.514 -0.013
5 C -3.222 0.911 -0.050
6 C 2.603 -0.304 1.104
7 Si 3.266 -2.045 0.982
8 Br -4.651 -0.237 0.222
9 Br 3.517 1.012 0.061
10 H -0.623 0.917 -2.170
11 H -1.230 2.231 -1.152
12 H 1.022 1.576 -0.252
13 H -0.321 1.163 0.951
14 H -2.598 0.193 -2.004
15 H -1.826 -0.775 -0.669
16 H -0.267 -1.056 0.595
17 H 0.776 -1.053 -0.915
18 H -3.522 1.881 -0.319
19 H -2.777 0.942 1.006
20 H 2.018 0.156 1.899
21 H 2.318 -2.987 1.693
22 H 4.525 -1.883 1.753
23 H 3.594 -2.377 -0.467

Results of the Mulliken charge analysis, in e, for atoms 1 through 8:
1 C -0.8049
2 C 0.1213
3 C -0.5781
4 C -1.3312
5 C -0.6121
6 C -0.4297
7 Si 0.3882
8 Br -0.1594

[7]
Density functional theory data (ωB97M-V/def2-TZVPD) for 2 unconnected molecules or ions with the total composition C6H14Cl.

Output
- largest force on an atom (Eh/bohr) = 0.038
- relative energy (zero: lowest compared OMol25 entry of this formula, charge and spin) (eV) = 0.0593
- LUMO energy (alpha / beta) (eV) = 1.05 / -0.74
- orbital gap (alpha / beta) (eV) = 9.46 / 10.21
- <S²> = 0.754
- 2S+1 = 2
- E_HOMO (alpha / beta) (eV) = -8.41 / -10.95

Geometry (Å):
1 Cl 1.197 2.904 -1.407
2 H -0.572 -1.335 -1.050
3 C -1.009 -0.641 -0.325
4 C -2.012 -1.389 0.558
5 C 0.099 0.014 0.536
6 C -0.469 1.264 1.231
7 C 1.364 0.339 -0.198
8 C 1.869 -0.581 -1.253
9 H -1.518 0.145 -0.889
10 H -2.659 -2.019 -0.051
11 H -1.491 -2.032 1.277
12 H -2.645 -0.693 1.121
13 H 0.397 -0.711 1.312
14 H -0.955 1.919 0.495
15 H -1.209 0.981 1.983
16 H 0.325 1.842 1.720
17 H 1.133 1.699 -0.917
18 H 2.136 0.729 0.467
19 H 2.727 -0.127 -1.758
20 H 2.187 -1.538 -0.829
21 H 1.104 -0.773 -2.023

Results of the Mulliken charge analysis, in e, for atoms 1 through 8:
1 Cl -0.3135
2 H 0.3468
3 C -0.4203
4 C -1.2764
5 C 0.8311
6 C -1.6776
7 C -0.9590
8 C -1.2564

[8]
Density functional theory data (ωB97M-V/def2-TZVPD) for a molecular structure, C6H14CoO3.

Output
- largest force on an atom (Eh/bohr) = 0.038
- total charge = +1
- relative energy (zero: lowest compared OMol25 entry of this formula, charge and spin) (eV) = 1.6369
- LUMO energy (alpha / beta) (eV) = -3.79 / -6.80
- orbital gap (alpha / beta) (eV) = 8.63 / 5.62
- <S²> = 6.004
- 2S+1 = 5
- E_HOMO (alpha / beta) (eV) = -12.42 / -12.42

Geometry (Å):
1 C 2.686 0.057 3.157
2 O 1.471 0.205 2.467
3 C 1.315 1.473 1.881
4 C 0.019 1.514 1.113
5 O 0.150 0.738 -0.055
6 C -1.048 0.211 -0.556
7 C -0.740 -0.311 -1.939
8 O -1.379 -1.556 -2.142
9 C -1.280 -2.031 -3.475
10 Co -1.723 -2.950 -0.557
11 H 2.700 -0.948 3.596
12 H 3.542 0.158 2.469
13 H 2.781 0.802 3.966
14 H 2.161 1.686 1.202
15 H 1.292 2.257 2.660
16 H -0.222 2.549 0.816
17 H -0.802 1.179 1.771
18 H -1.916 0.888 -0.638
19 H -1.477 -0.306 0.321
20 H 0.331 -0.402 -2.178
21 H -1.105 0.419 -2.680
22 H -1.831 -1.356 -4.147
23 H -0.230 -2.084 -3.803
24 H -1.719 -3.037 -3.501

Results of the Mulliken charge analysis, in e, for atoms 1 through 8:
1 C -0.7190
2 O -0.2812
3 C -0.5347
4 C -0.6502
5 O -0.2912
6 C -0.7532
7 C -0.1362
8 O -0.1973

What is the formula in the first record?
C6H14

Number 4 is which compound?
C6H14BNO2

Number 5 is which compound?
C6H14Br2NO2